This record from the OMol25 dataset describes the molecule C24H19N3O2. The level of theory is ωB97M-V/def2-TZVPD.

Geometry as XYZ:
```
48
Properties=species:S:1:pos:R:3:forces:R:3
C -2.912126 3.099917 1.254205 -0.650 -0.412 -0.967
C -1.996202 -1.535904 1.290276 -0.850 0.388 1.196
C -1.064446 -2.587400 0.639924 -0.536 -1.201 -0.543
H -0.854751 0.140361 -1.180361 -0.431 1.359 -2.266
H -1.628701 -3.525597 0.504198 0.165 0.319 0.047
H -0.113206 5.363529 4.021336 -0.400 -1.406 -0.020
H 5.102181 -2.776331 -5.676621 1.128 -0.113 -1.045
C -0.625430 -0.495944 -0.409653 -0.317 -0.461 2.180
C 0.757476 -1.524045 -5.420246 -0.155 -0.886 -0.299
O 1.577239 -2.845228 -0.678431 0.145 0.934 -1.125
H 2.919977 -1.954062 -6.723634 0.073 0.068 0.569
H 1.466211 0.452713 4.523539 -0.662 0.432 -0.495
C -0.927405 4.573553 4.045442 1.616 -0.132 -0.595
C -0.549432 3.101558 3.798846 4.686 1.148 3.505
H -3.579985 3.919701 0.823607 0.827 -1.456 0.576
C 0.455435 2.377640 4.455315 -0.344 1.849 0.415
N -1.812553 -0.362138 0.534920 1.585 -2.860 0.228
C -1.945769 0.834508 1.205052 -1.497 2.819 -0.169
C -1.893975 4.802077 2.888896 0.267 -0.317 0.002
C -0.610661 -2.014379 -0.785795 -1.042 0.913 1.433
O -2.737202 -1.620386 2.303479 2.433 -0.049 -3.225
C 0.701105 1.076870 4.016804 -0.678 -0.932 -0.058
H -1.441894 -2.335386 -1.461327 0.427 0.908 0.281
C -2.050518 3.422207 2.280038 -3.650 3.674 -4.113
H -0.287681 -2.853683 1.365525 0.248 0.393 -0.379
C -1.102193 1.230756 2.302978 1.023 -0.238 0.709
C 1.829644 -2.695348 -3.543053 0.381 1.474 -2.127
H -1.627075 5.632100 2.211439 0.055 -0.654 0.123
H -2.809155 5.025863 3.318923 -2.088 0.894 0.562
H 0.989615 2.928035 5.283383 -0.334 -1.141 -0.942
C 1.926626 -2.147988 -4.817532 -1.392 0.456 -1.741
C -0.132560 0.499510 3.032830 0.657 -0.533 0.182
C 3.018345 -2.275513 -5.680251 -0.201 0.216 -0.207
H 3.058620 -3.577969 -2.130558 -0.017 -0.738 2.226
C 4.186128 -2.783171 -5.178279 -0.746 -0.613 2.649
H -1.313306 4.624238 5.048539 -0.731 0.294 0.297
C 2.991442 -3.194792 -3.076396 2.008 -0.867 -0.581
H -3.432466 1.540476 -0.168930 -1.222 -0.762 -1.627
N 0.702032 -2.490301 -2.811391 -1.150 0.302 2.608
H -0.036822 -0.571182 2.891424 0.147 0.026 -0.257
C -1.161371 2.565725 2.746476 -0.495 -3.383 -0.595
C 0.711555 -2.414747 -1.430432 -0.417 -2.201 2.241
H 5.071305 -3.480872 -3.330773 0.336 -0.481 0.087
C 4.157727 -3.233297 -3.828570 -0.447 1.150 -1.503
C -2.880747 1.734306 0.677068 2.755 2.551 3.643
H -0.232270 -2.350839 -3.160809 0.350 0.182 -0.910
H 0.317203 -0.040774 0.065638 -1.057 -1.295 -0.404
N -0.179966 -1.258367 -6.037055 0.194 0.384 0.435
```
Forces are in eV/Å.

## Properties
Relative energy (zero: lowest compared OMol25 entry of this formula, charge and spin) in kcal per mole: 73.22
SMILES: N#Cc1ccccc1NC(=O)[C@H]1CC(=O)N(c2ccc3c4c(cccc24)CC3)C1
Total energy in eV: -33760.163
LUMO in eV: 0.06
Max |F| in eV/Å: 6.6
Orbital gap in eV: 7.90
Multiplicity: 1

These are the Löwdin partial charges, in e, on atoms 1 to 2: atom 1 (C): 0.020, atom 2 (C): -0.377


This record from the OMol25 dataset describes the molecule C5H5FO2. The level of theory is ωB97M-V/def2-TZVPD.

Geometry as XYZ:
```
13
Properties=species:S:1:pos:R:3:forces:R:3
O 2.620943 -0.572619 0.231072 -0.170 0.586 -0.010
C -2.182945 -0.040632 0.291101 -0.467 -0.189 0.025
C 1.375015 -1.020408 0.009527 0.006 -0.650 -0.027
F 1.636109 1.896468 -0.059158 -0.093 0.049 0.002
O 1.161137 -2.203642 -0.089109 0.046 0.708 0.050
H -2.147495 0.876863 0.887983 -0.025 -0.383 -0.180
C 0.422839 1.303190 -0.186780 -0.067 0.073 0.003
H -0.364314 2.032916 -0.352645 0.156 -0.168 0.000
H 2.622683 0.405109 0.256268 0.105 -0.556 0.006
C 0.260097 -0.012108 -0.113446 -0.025 -0.157 -0.116
C -1.095400 -0.589720 -0.236593 -0.007 -0.383 -0.289
H -3.158005 -0.531594 0.155654 0.496 0.402 0.091
H -1.150660 -1.543823 -0.793877 0.045 0.669 0.445
```
Forces are in eV/Å.

## Properties
Relative energy (zero: lowest compared OMol25 entry of this formula, charge and spin) in kcal per mole: 10.13
SMILES: C=C/C(=C/F)C(=O)O
Total energy in eV: -12077.450
LUMO in eV: 0.17
Max |F| in eV/Å: 0.8
Orbital gap in eV: 10.07
Multiplicity: 1

These are the Löwdin partial charges, in e, on atoms 1 to 2: atom 1 (O): 0.131, atom 2 (C): 0.020


This record from the OMol25 dataset describes a 2-piece molecular cluster, C7H7NOS2 overall. The level of theory is ωB97M-V/def2-TZVPD.

Geometry as XYZ:
```
18
Properties=species:S:1:pos:R:3:forces:R:3
H 2.239835 -1.173107 -2.814846 -0.470 -0.106 0.651
S -2.865154 -0.347536 4.277972 -0.149 -0.237 1.034
H -3.396208 -0.554371 0.362308 0.754 -0.852 -0.769
H 3.085715 2.057867 -0.121153 0.721 0.290 -0.175
H -4.186900 -0.546847 4.469871 0.298 0.054 -0.074
O -0.949518 0.130619 -0.007690 -1.641 -0.548 1.206
S -2.926145 -1.605864 -0.424496 -1.082 0.289 0.564
H 3.670819 0.302152 -1.983497 2.533 0.958 -0.777
C 0.644335 -0.575040 -1.353546 0.971 0.235 0.629
C 1.212036 1.265898 0.195406 -0.921 0.870 -0.350
C 0.327377 0.347190 -0.330080 0.690 -0.858 -1.442
H -3.017794 -0.101179 3.006129 -0.129 0.185 -0.963
C -1.336177 -1.018326 -0.703890 0.888 2.193 0.753
C 2.408490 1.324506 -0.499299 0.354 -0.076 -0.040
C 1.919359 -0.553073 -1.967656 -1.874 0.088 -0.390
N -0.432323 -1.428949 -1.482189 -0.076 -1.353 -1.352
C 2.739884 0.473763 -1.591035 -1.636 -0.230 2.249
H 0.862370 2.002297 0.967691 0.770 -0.902 -0.755
```
Forces are in eV/Å.

## Properties
Relative energy (zero: lowest compared OMol25 entry of this formula, charge and spin) in kcal per mole: 0.00
SMILES: Sc1nc2ccccc2o1.S
Total energy in eV: -32579.639
LUMO in eV: 0.37
Max |F| in eV/Å: 2.8
Orbital gap in eV: 8.89
Multiplicity: 1

These are the Löwdin partial charges, in e, on atoms 1 to 2: atom 1 (H): 0.121, atom 2 (S): 0.496


This record from the OMol25 dataset describes an isolated ion of composition C9H12NO3 and charge +1. The level of theory is ωB97M-V/def2-TZVPD.

Geometry as XYZ:
```
25
Properties=species:S:1:pos:R:3:forces:R:3
C 1.333199 3.207453 -1.018672 -0.406 -0.123 -1.013
H -0.412595 -3.635495 0.621804 0.415 0.612 -0.682
O 1.337520 3.756000 -2.310816 0.079 -1.684 1.342
C -0.352288 -0.801094 1.781237 0.362 -0.166 -1.057
H -2.286733 -0.786783 -0.116394 0.193 0.419 -0.166
H 1.406780 2.962697 -2.886094 -0.185 0.808 -0.128
H 1.545310 -1.259653 0.795898 -0.432 -0.820 0.940
C -1.822446 0.804206 -1.412290 1.435 1.232 -0.267
C 0.163433 -2.810089 0.126587 0.497 0.034 0.485
C 0.734453 -1.882104 1.277749 -0.508 0.429 -1.303
H -0.480253 -2.278713 -0.618669 0.498 -0.416 0.672
N -1.640252 -0.016265 -0.309280 1.504 1.554 -0.069
C -0.889313 1.865772 -1.698199 0.323 -1.093 1.586
H 1.036744 -3.231869 -0.446195 -0.988 0.216 0.691
O 1.260566 -2.664366 2.336700 -0.991 0.682 -0.438
H -1.004147 2.520342 -2.599628 -0.084 -0.799 1.061
C -0.583084 0.155992 0.556052 1.468 0.995 1.182
C 0.248765 2.088347 -0.789227 -0.586 -1.455 0.792
H 0.485076 -3.110715 2.729394 0.676 0.014 -0.045
H 1.268886 1.289630 1.101061 -0.882 0.148 -0.863
H -2.684180 0.611592 -2.086994 0.732 0.022 0.799
H -1.296107 -1.300967 2.119232 0.713 0.439 -0.321
O 2.088860 3.537261 -0.166502 -0.582 -0.085 -0.123
C 0.426539 1.221566 0.371829 -2.591 -0.558 -2.100
H 0.115266 -0.242744 2.641416 -0.660 -0.406 -0.977
```
Forces are in eV/Å.

## Properties
Relative energy (zero: lowest compared OMol25 entry of this formula, charge and spin) in kcal per mole: 0.00
SMILES: C[C@H](O)Cc1cc(C(=O)O)cc[nH+]1
Net charge: +1
Total energy in eV: -17152.447
LUMO in eV: -5.38
Max |F| in eV/Å: 3.4
Orbital gap in eV: 8.51
Multiplicity: 1

These are the Löwdin partial charges, in e, on atoms 1 to 2: atom 1 (C): -0.419, atom 2 (H): 0.095